No. 1
# C26H60F6K2NO16S2

A molecular structure, C26H60F6K2NO16S2 in a non-equilibrium geometry (ωB97M-V/def2-TZVPD, the OMol25 dataset).

Last column: Mulliken charge in e.
Positions of all 113 atoms, in Å:
K  9.905  20.901  7.211  0.942
K  12.714  15.801  8.300  0.950
C  15.643  18.792  7.696  0.644
F  14.878  18.201  8.682  -0.233
F  16.616  19.501  8.170  -0.171
F  16.097  17.841  6.921  -0.214
S  14.548  19.901  6.607  0.960
O  13.960  20.778  7.590  -0.653
O  15.482  20.579  5.678  -0.493
N  13.267  18.765  6.055  -0.460
S  13.424  18.711  4.518  0.975
O  12.924  19.853  3.808  -0.597
O  14.822  18.344  4.087  -0.578
C  12.298  17.289  3.929  0.512
F  12.681  16.087  4.291  -0.201
F  11.050  17.511  4.345  -0.228
F  12.175  17.327  2.568  -0.193
C  21.557  11.184  11.738  -0.726
O  20.569  12.179  11.712  -0.301
C  19.496  11.870  10.808  -0.333
C  18.617  13.132  10.679  -0.522
O  19.222  14.277  10.006  -0.326
C  19.533  14.055  8.614  -0.707
H  21.949  10.992  10.739  0.311
H  21.191  10.287  12.237  0.285
H  22.421  11.622  12.238  0.254
H  18.895  11.043  11.187  0.340
H  20.066  11.687  9.898  0.253
H  18.492  13.539  11.682  0.268
H  17.653  12.852  10.254  0.355
H  20.282  13.266  8.548  0.197
H  19.921  14.883  8.021  0.305
H  18.688  13.656  8.053  0.352
C  9.978  19.826  11.945  -0.831
O  9.605  18.923  10.856  -0.253
C  8.156  18.597  10.935  -0.680
C  7.716  17.407  9.961  -0.507
O  7.970  17.880  8.643  -0.203
C  7.371  17.164  7.624  -0.791
H  10.954  20.304  11.856  0.277
H  9.959  19.348  12.925  0.328
H  9.287  20.663  12.043  0.327
H  7.675  19.515  10.596  0.337
H  7.741  18.617  11.943  0.493
H  6.635  17.294  10.038  0.395
H  8.298  16.521  10.216  0.266
H  7.882  16.244  7.341  0.285
H  7.314  17.658  6.654  0.259
H  6.310  17.022  7.831  0.319
C  19.811  18.973  2.205  -0.629
O  20.060  20.006  1.227  -0.374
C  18.991  20.460  0.391  -0.498
C  18.584  19.506  -0.802  -0.307
O  18.354  20.236  -1.977  -0.367
C  18.026  19.332  -3.016  -0.765
H  19.061  19.219  2.957  0.278
H  20.656  18.604  2.786  0.297
H  19.476  18.024  1.787  0.219
H  19.149  21.484  0.051  0.373
H  18.082  20.574  0.982  0.218
H  17.676  18.979  -0.509  0.326
H  19.339  18.754  -1.028  0.351
H  18.615  18.422  -3.135  0.318
H  18.048  19.857  -3.971  0.273
H  17.012  18.949  -2.902  0.296
C  10.314  23.698  0.615  -0.698
O  11.427  23.123  -0.172  -0.343
C  11.162  21.775  -0.488  -0.378
C  12.516  21.199  -1.107  -0.573
O  12.494  20.675  -2.422  -0.381
C  11.872  19.398  -2.477  -0.655
H  9.527  23.988  -0.081  0.281
H  10.631  24.559  1.203  0.270
H  9.993  22.957  1.347  0.272
H  10.494  21.952  -1.331  0.311
H  10.620  21.127  0.201  0.407
H  13.027  20.491  -0.454  0.298
H  13.296  21.932  -0.903  0.407
H  10.807  19.596  -2.356  0.294
H  12.200  18.682  -1.724  0.274
H  12.134  19.008  -3.461  0.220
C  22.737  19.831  9.684  -0.688
O  23.849  19.305  10.478  -0.329
C  23.636  18.265  11.426  -0.489
C  23.509  16.937  10.669  -0.233
O  24.725  16.537  10.010  -0.399
C  25.398  17.410  9.194  -0.565
H  22.341  19.012  9.083  0.289
H  23.070  20.605  8.992  0.249
H  21.928  20.209  10.308  0.302
H  22.871  18.422  12.186  0.388
H  24.578  18.267  11.974  0.258
H  22.730  17.065  9.918  0.153
H  23.351  16.088  11.333  0.340
H  24.766  18.125  8.667  0.244
H  25.899  16.707  8.528  0.257
H  26.175  17.923  9.762  0.224
C  22.770  12.782  5.389  -0.668
O  21.566  12.799  4.554  -0.295
C  21.629  13.502  3.317  -0.422
C  20.246  13.222  2.592  -0.424
O  19.982  14.083  1.424  -0.339
C  18.611  14.261  1.136  -0.628
H  22.605  12.094  6.218  0.209
H  22.823  13.784  5.815  0.275
H  23.661  12.547  4.807  0.301
H  22.378  13.015  2.692  0.249
H  21.938  14.527  3.523  0.357
H  19.566  13.316  3.439  0.337
H  20.294  12.260  2.082  0.247
H  18.432  14.615  0.121  0.267
H  18.211  14.990  1.841  0.206
H  18.078  13.310  1.153  0.324

2S+1   1
Calculated total energy   -132791.7938 eV
Kohn-Sham gap   6.061 eV
Total charge   +1
HOMO level   -0.3726 hartree

No. 2
# C26H60N7O7S

6 unconnected molecules or ions with the total composition C26H60N7O7S (ωB97M-V/def2-TZVPD, the OMol25 dataset).

Last column: Mulliken charge in e.
Positions of all 101 atoms, in Å:
C  -5.793  -4.284  -4.354  -1.023
C  -6.174  -2.847  -4.780  -0.468
C  -6.383  -1.861  -3.612  -0.933
C  -5.236  -0.892  -3.361  -0.624
N  -4.127  -1.516  -2.563  0.351
C  -3.044  -2.108  -3.409  -0.743
C  -1.994  -2.800  -2.529  -0.157
S  -2.638  -4.373  -1.820  -0.183
O  -1.522  -1.989  -1.494  -0.423
C  -2.575  -1.435  -0.699  0.021
C  -2.018  -0.682  0.490  -1.057
C  -2.319  -1.320  1.843  0.383
O  -3.733  -1.396  2.008  -0.608
C  -1.635  -0.459  2.935  -0.539
N  -2.616  0.321  3.693  -0.560
C  -3.468  -0.591  -1.586  -1.078
H  -6.522  -5.013  -4.698  0.339
H  -5.711  -4.384  -3.269  0.281
H  -4.824  -4.577  -4.762  0.267
H  -5.389  -2.463  -5.433  0.344
H  -7.087  -2.889  -5.368  0.426
H  -7.279  -1.267  -3.780  0.395
H  -6.578  -2.425  -2.693  0.485
H  -5.594  -0.038  -2.790  0.437
H  -4.821  -0.512  -4.293  0.392
H  -4.520  -2.309  -2.044  0.413
H  -2.571  -1.312  -3.981  0.413
H  -3.506  -2.842  -4.064  0.252
H  -1.146  -3.027  -3.171  0.509
H  -2.546  -5.099  -2.942  0.193
H  -3.189  -2.270  -0.327  0.596
H  -2.457  0.321  0.528  0.243
H  -0.939  -0.551  0.421  0.261
H  -1.916  -2.337  1.861  0.381
H  -3.968  -2.309  2.199  0.402
H  -0.972  0.266  2.464  -0.116
H  -1.025  -1.089  3.591  0.316
H  -3.224  -0.314  4.197  0.249
H  -2.086  0.824  4.400  0.318
H  -4.208  -0.039  -1.011  0.538
H  -2.882  0.107  -2.185  0.321
C  -1.125  4.306  -0.550  0.008
O  -2.181  4.906  -0.504  -0.616
N  -0.637  3.537  0.442  0.316
C  0.611  2.814  0.307  -0.565
C  -1.399  3.417  1.676  -1.032
H  -0.466  4.333  -1.436  0.336
H  0.423  1.740  0.398  -0.032
H  1.316  3.113  1.083  0.218
H  1.063  3.010  -0.663  0.336
H  -2.385  2.998  1.471  0.281
H  -1.543  4.394  2.136  0.401
H  -0.865  2.766  2.366  0.335
C  4.240  4.004  -1.355  -0.001
O  3.397  3.132  -1.208  -0.534
N  4.086  5.265  -0.928  0.168
C  5.087  6.293  -1.146  -0.931
C  2.838  5.597  -0.263  -0.801
H  5.196  3.828  -1.872  0.292
H  5.431  6.705  -0.196  0.335
H  4.676  7.103  -1.750  0.339
H  5.939  5.866  -1.670  0.294
H  2.736  5.021  0.656  0.222
H  2.008  5.335  -0.920  0.253
H  2.798  6.659  -0.041  0.398
C  2.157  -0.800  -4.281  0.074
O  1.987  -1.733  -5.041  -0.608
N  2.315  -0.928  -2.948  0.202
C  2.484  0.213  -2.066  -0.458
C  2.299  -2.263  -2.383  -0.787
H  2.191  0.248  -4.623  0.331
H  3.432  0.121  -1.537  0.096
H  1.671  0.245  -1.336  0.036
H  2.486  1.143  -2.627  0.323
H  3.099  -2.871  -2.809  0.358
H  1.354  -2.764  -2.599  0.019
H  2.431  -2.193  -1.304  0.371
C  1.073  0.823  5.288  0.172
O  -0.073  1.218  5.122  -0.718
N  1.616  0.544  6.479  0.112
C  2.996  0.110  6.604  -0.835
C  0.800  0.699  7.672  -0.959
H  1.772  0.676  4.450  0.303
H  3.047  -0.878  7.065  0.339
H  3.562  0.813  7.219  0.339
H  3.452  0.062  5.619  0.249
H  -0.074  0.050  7.625  0.284
H  0.451  1.727  7.765  0.301
H  1.395  0.439  8.544  0.385
C  4.732  -2.671  2.605  0.138
O  4.356  -1.904  3.471  -0.596
N  5.054  -2.308  1.351  0.174
C  5.481  -3.276  0.358  -0.765
C  4.971  -0.905  0.972  -1.084
H  4.850  -3.753  2.784  0.259
H  6.486  -3.047  0.001  0.331
H  4.801  -3.278  -0.496  0.203
H  5.488  -4.271  0.798  0.313
H  5.654  -0.300  1.568  0.393
H  3.958  -0.532  1.126  0.274
H  5.236  -0.819  -0.079  0.394

2S+1   1
Calculated total energy   -63527.5743 eV
Kohn-Sham gap   8.761 eV
Total charge   +1
HOMO level   -0.3973 hartree

No. 3
# C26H61BClNO6Si

3 unconnected molecules or ions with the total composition C26H61BClNO6Si (ωB97M-V/def2-TZVPD, the OMol25 dataset).

Last column: Mulliken charge in e.
Positions of all 97 atoms, in Å:
C  0.964  5.305  -2.642  -1.153
C  0.049  5.883  -1.577  0.048
O  -1.222  6.251  -2.091  -0.446
C  -2.130  5.174  -2.198  -0.371
C  -3.008  5.046  -0.974  -0.675
O  -2.438  4.201  0.020  -0.091
C  -3.411  3.482  0.747  -0.768
C  -2.719  2.543  1.693  -0.680
O  -1.929  1.624  0.957  0.076
C  -1.675  0.409  1.671  -1.110
Si  -0.060  -0.188  0.894  0.256
Cl  0.478  -2.067  1.563  -0.461
C  1.253  1.124  1.268  0.185
O  1.916  0.938  2.510  -0.360
C  3.237  1.437  2.535  -0.318
C  3.369  2.929  2.306  -0.284
O  2.902  3.712  3.382  -0.461
C  1.506  3.954  3.392  -0.216
C  1.052  4.928  2.313  -0.768
B  -0.405  -0.174  -1.097  0.545
O  0.452  0.515  -1.944  -0.966
N  -1.563  -0.906  -1.604  0.377
C  -2.564  0.028  -2.135  -0.863
C  -1.181  -1.934  -2.590  -1.145
H  0.632  4.332  -3.000  0.197
H  1.030  5.989  -3.488  0.313
H  1.970  5.221  -2.227  0.414
H  -0.063  5.198  -0.732  0.021
H  0.503  6.796  -1.193  0.386
H  -2.779  5.389  -3.048  0.422
H  -1.621  4.233  -2.422  0.112
H  -3.127  6.048  -0.553  0.295
H  -3.993  4.673  -1.266  0.466
H  -4.023  2.891  0.056  0.458
H  -4.041  4.173  1.317  0.366
H  -3.453  2.016  2.303  0.490
H  -2.057  3.147  2.326  0.132
H  -1.598  0.570  2.747  0.667
H  -2.462  -0.318  1.447  0.446
H  1.957  1.162  0.430  0.386
H  0.704  2.077  1.285  -0.165
H  3.875  0.910  1.814  0.116
H  3.622  1.221  3.532  0.410
H  4.437  3.138  2.211  0.427
H  2.921  3.229  1.354  0.140
H  1.301  4.408  4.363  0.414
H  0.931  3.026  3.357  0.163
H  1.131  4.468  1.326  -0.064
H  1.667  5.823  2.329  0.404
H  -0.003  5.157  2.456  0.381
H  0.541  1.423  -1.631  0.097
H  -2.513  0.990  -1.624  0.059
H  -3.572  -0.368  -2.009  0.271
H  -2.405  0.211  -3.204  0.392
H  -0.352  -1.598  -3.226  0.328
H  -2.015  -2.152  -3.253  0.435
H  -0.858  -2.838  -2.076  0.225
C  6.716  -1.599  -0.266  -1.161
C  6.302  -1.423  -1.724  -0.488
C  5.178  -0.407  -1.918  -0.941
C  3.863  -0.766  -1.223  0.545
C  3.265  -2.112  -1.626  -0.417
C  2.896  -2.196  -3.105  -1.207
H  5.897  -1.983  0.343  0.265
H  7.545  -2.302  -0.180  0.392
H  7.039  -0.648  0.163  0.279
H  6.011  -2.391  -2.141  0.243
H  7.169  -1.093  -2.302  0.405
H  5.000  -0.271  -2.988  0.348
H  5.513  0.566  -1.545  0.411
H  3.131  0.021  -1.437  -0.034
H  4.008  -0.756  -0.138  -0.010
H  2.363  -2.273  -1.028  0.083
H  3.948  -2.926  -1.370  0.447
H  2.190  -1.407  -3.373  0.132
H  2.430  -3.155  -3.334  0.390
H  3.773  -2.097  -3.747  0.389
C  -4.207  -8.134  1.005  -1.217
C  -3.306  -7.240  1.852  -0.350
C  -4.028  -6.030  2.442  -0.710
C  -4.605  -5.060  1.410  -0.872
C  -3.584  -4.488  0.427  -0.455
C  -2.484  -3.668  1.095  -0.471
H  -4.599  -7.604  0.135  0.287
H  -3.658  -9.002  0.638  0.380
H  -5.054  -8.497  1.590  0.295
H  -2.450  -6.912  1.255  0.233
H  -2.893  -7.830  2.674  0.386
H  -3.341  -5.495  3.103  0.285
H  -4.845  -6.383  3.081  0.417
H  -5.085  -4.233  1.943  0.346
H  -5.402  -5.556  0.847  0.369
H  -4.113  -3.852  -0.288  0.318
H  -3.134  -5.294  -0.159  0.313
H  -2.912  -2.837  1.661  0.261
H  -1.813  -3.252  0.347  -0.142
H  -1.885  -4.271  1.778  0.301

2S+1   1
SMILES string   CCOCCOCCOC[Si@](Cl)(COCCOCC)B(O)N(C)C.CCCCCC.CCCCCC
Calculated total energy   -62803.6392 eV
Kohn-Sham gap   9.019 eV
HOMO level   -0.3134 hartree

No. 4
# C26H62AgCdO14S10

A molecular structure, C26H62AgCdO14S10 in a non-equilibrium geometry (ωB97M-V/def2-TZVPD, the OMol25 dataset).

Last column: Mulliken charge in e.
Positions of all 114 atoms, in Å:
Cd  -0.573  -1.900  -3.500  0.490
Ag  0.139  7.687  4.940  0.996
C  -1.547  2.650  0.643  -0.427
C  -1.022  1.807  -0.442  0.545
C  0.447  2.122  -0.967  0.435
O  0.848  1.368  -1.854  -0.547
C  1.180  3.186  -0.298  -0.562
C  0.637  3.926  0.715  0.363
C  -0.733  3.622  1.223  0.620
O  -1.306  4.200  2.270  -0.684
O  1.379  4.723  1.432  -0.657
O  -1.549  0.861  -1.052  -0.492
H  -2.552  2.451  0.983  0.462
H  2.229  3.357  -0.488  0.472
C  -6.960  3.348  5.829  -0.825
S  -7.770  4.912  6.367  0.479
O  -8.521  4.665  7.697  -0.592
C  -6.246  5.932  6.768  -0.924
H  -7.664  2.527  5.689  0.325
H  -6.301  3.101  6.661  0.267
H  -6.345  3.578  4.959  0.307
H  -5.471  6.007  6.005  0.322
H  -5.752  5.684  7.707  0.327
H  -6.603  6.962  6.741  0.315
C  -8.444  -5.066  1.674  -0.873
S  -8.073  -3.232  1.507  0.476
O  -8.489  -2.543  2.805  -0.600
C  -6.188  -3.228  1.646  -0.838
H  -8.168  -5.694  0.827  0.338
H  -9.497  -5.255  1.882  0.317
H  -7.892  -5.384  2.559  0.272
H  -5.905  -2.188  1.488  0.277
H  -5.696  -3.807  0.863  0.347
H  -5.964  -3.637  2.631  0.286
C  -10.122  1.772  -0.653  -0.852
S  -9.384  1.974  -2.294  0.459
O  -9.095  3.510  -2.522  -0.624
C  -7.686  1.266  -2.023  -0.869
H  -10.424  0.744  -0.449  0.340
H  -10.982  2.357  -0.328  0.346
H  -9.357  2.076  0.062  0.255
H  -7.713  0.186  -1.881  0.344
H  -7.242  1.814  -1.193  0.284
H  -7.102  1.562  -2.895  0.318
C  3.127  -3.891  -8.460  -0.926
S  3.598  -3.210  -6.807  0.495
O  2.436  -3.401  -5.833  -0.604
C  4.745  -4.600  -6.399  -0.944
H  2.259  -3.424  -8.925  0.319
H  2.807  -4.916  -8.275  0.296
H  3.999  -3.830  -9.111  0.354
H  5.397  -4.674  -7.269  0.346
H  4.189  -5.533  -6.492  0.324
H  5.389  -4.659  -5.522  0.327
C  2.860  -6.547  -0.833  -0.850
S  1.626  -5.489  0.060  0.479
O  1.244  -4.406  -0.924  -0.595
C  0.119  -6.555  0.071  -0.913
H  3.052  -7.367  -0.140  0.340
H  3.788  -5.998  -0.993  0.304
H  2.386  -6.915  -1.742  0.288
H  -0.842  -6.130  0.361  0.327
H  0.306  -7.444  0.673  0.333
H  -0.012  -6.679  -1.004  0.286
C  9.957  5.519  0.114  -0.850
S  9.582  5.478  -1.670  0.500
O  10.355  4.336  -2.281  -0.611
C  7.868  5.019  -1.686  -0.887
H  9.279  6.270  0.521  0.323
H  10.949  5.936  0.284  0.313
H  9.847  4.511  0.513  0.273
H  7.271  5.681  -1.059  0.336
H  7.671  4.045  -1.238  0.294
H  7.417  5.071  -2.677  0.310
C  -1.123  -0.774  5.789  -0.920
S  -2.009  -2.388  6.040  0.512
O  -0.968  -3.371  6.505  -0.615
C  -2.923  -2.018  7.607  -0.889
H  -0.320  -0.648  6.516  0.315
H  -1.861  0.007  5.607  0.336
H  -0.653  -0.766  4.805  0.315
H  -3.614  -1.175  7.604  0.335
H  -2.120  -1.845  8.323  0.298
H  -3.393  -2.962  7.886  0.312
C  9.438  -0.908  -1.586  -0.956
S  8.175  -2.318  -1.568  0.504
O  8.049  -2.983  -0.193  -0.606
C  6.650  -1.244  -1.770  -0.855
H  9.470  -0.444  -2.572  0.353
H  10.417  -1.319  -1.342  0.322
H  9.333  -0.066  -0.901  0.328
H  6.300  -0.918  -0.791  0.280
H  5.742  -1.794  -2.014  0.346
H  6.967  -0.495  -2.496  0.285
C  5.134  2.324  5.671  -0.889
S  6.273  0.899  5.151  0.486
O  7.284  1.449  4.154  -0.589
C  5.014  -0.026  4.189  -0.865
H  5.713  2.992  6.308  0.321
H  4.268  1.918  6.192  0.324
H  4.875  2.955  4.820  0.272
H  4.428  0.545  3.469  0.272
H  4.403  -0.497  4.959  0.346
H  5.547  -0.832  3.685  0.321
C  -3.068  -0.553  -8.779  -0.872
S  -2.780  0.757  -7.543  0.468
O  -1.639  0.156  -6.702  -0.601
C  -1.866  1.992  -8.526  -0.856
H  -2.097  -0.807  -9.204  0.280
H  -3.594  -0.148  -9.643  0.360
H  -3.562  -1.450  -8.406  0.298
H  -1.056  1.367  -8.901  0.270
H  -1.513  2.874  -7.991  0.306
H  -2.517  2.310  -9.341  0.341

2S+1   1
Calculated total energy   -173520.2539 eV
ΔE to the lowest compared entry with this formula, charge and spin   0.00 kcal per mole
Kohn-Sham gap   1.968 eV
Total charge   +1
HOMO level   -0.3337 hartree

Question: 2S+1 of number 4 (C26H62AgCdO14S10)?
Answer: 1